A structure of composition C24H28AlCaCl4F7ILiMgN3NaO12S at a distorted geometry, computed with wB97M-V/def2-TZVPD.

Geometry as XYZ:
```
85
C24H28AlCaCl4F7ILiMgN3NaO12S wB97M-V/def2-TZVPD
I -3.11143 0.40061 -7.15653
Ca -0.27706 -2.73390 3.49186
Cl -1.16673 6.11904 -4.32703
Cl 0.22662 5.12399 -6.64079
Cl 0.64842 3.89081 -4.05356
Cl -1.83318 3.48958 -5.36433
S 1.21926 -0.52293 -7.71429
Al 2.98632 1.89044 -0.58710
Mg -3.61783 3.78723 -7.09311
Na -4.49337 -1.76173 -6.24018
F 3.80372 -2.41449 7.30389
F 2.51805 1.41512 -2.13778
F 4.20155 0.92666 0.00316
F -2.10997 -0.87953 -10.00010
F 3.36096 3.51540 -0.60227
F 7.20859 -2.67339 6.37520
F 1.55720 1.68641 0.33215
O -3.84399 -2.18415 -9.74581
O 1.83315 0.69836 -8.04194
O -0.34918 -0.34930 -8.11896
O 1.73149 -1.75072 -8.17349
O -1.28201 -3.15105 -6.57575
O 0.95688 -0.69867 -6.15123
O -6.20774 -1.31011 6.45625
O -0.07475 -1.96031 1.32896
O -3.34955 3.01719 0.10467
O -0.05960 0.23564 1.18161
O -0.77187 -1.37487 -4.74027
O -3.69931 -2.11272 4.14388
N 0.39047 -0.80079 1.62097
N -1.89163 -2.76724 -8.71219
N -1.60144 0.26033 -1.50802
C 5.68498 -1.17517 7.90326
C 4.15550 0.25895 9.73544
C 3.53641 -0.60208 4.43065
C 1.95803 0.51001 2.96934
C -3.22028 2.17669 -1.04258
C -1.22880 -0.85354 -7.13715
C -0.48219 4.69433 -5.10654
C 3.06224 -1.84899 4.01973
C 3.55693 -0.73119 8.96606
C 4.34859 -1.42829 8.07521
C -1.76930 1.63578 -1.06505
C 5.51057 0.53362 9.58826
C 2.98339 0.56280 3.89962
C 1.47023 -0.73509 2.55909
C -5.12541 -1.84914 6.35009
C -4.28263 1.08728 -0.99100
C -1.47235 -2.33168 -7.43898
C -0.42035 -0.60136 -5.82471
C -0.51954 -0.78115 -3.45922
C -1.54705 0.21953 -2.98331
C -4.79052 -1.58647 4.36918
C -2.70275 -1.93913 -9.50939
C 6.27383 -0.18210 8.67014
C 2.03816 -1.92013 3.08897
Li 0.21741 2.72752 -0.61313
H -0.45884 -1.62479 -2.77588
H -1.37957 1.73232 -0.03680
H -4.03950 0.21061 -1.58145
H -4.46266 0.80094 0.04346
H 5.97230 1.30701 10.18792
H -0.57400 0.44350 -5.52574
H 6.25909 -1.78203 7.13016
H -2.52233 -0.08201 -3.37070
H -5.70480 -2.03279 3.94758
H 3.56405 0.81228 10.45279
H 1.69631 -2.90220 2.77265
H -1.19585 2.31340 -1.74691
H 0.46612 -0.30883 -3.49403
H -0.68951 -0.01086 -1.14805
H 3.49929 -2.75191 4.42872
H 2.50236 -0.96320 9.06107
H -2.41039 -3.63342 -8.59586
H 7.32662 0.03393 8.54665
H -5.02420 -2.95059 6.38440
H 4.33612 -0.54800 5.16079
H -3.38334 2.83768 -1.89019
H -4.89628 -0.49217 4.28659
H 1.54157 1.41974 2.57345
H 3.35968 1.52392 4.22075
H -5.21623 1.51384 -1.34982
H -3.22017 2.46714 0.88512
H -1.27787 1.18321 -3.41527
H -4.20509 -1.36864 6.73674
```

Summary:
E_HOMO	-10.21	eV
max |F|	5.1	eV/A
net charge	+2
spin multiplicity	1
LUMO level	-8.2	eV
E_tot	-177513.7455	eV